# 1
53
Properties=species:S:1:pos:R:3:forces:R:3 method="wB97M-V/def2-TZVPD" total_charge=-1 homo_lumo_gap_ev="7.540 / 7.807" mol_weight_da=720.55 total_energy_ev=-61713.7613 spin_multiplicity=2
Pd 1.063124 1.979950 0.922420 0.0 0.2 0.1
C -4.906073 -0.212687 -3.601496 0.0 0.0 0.0
C -4.810755 -0.578102 -2.122829 0.0 0.0 0.0
C -5.525939 -1.875832 -1.774852 0.0 0.0 0.0
C -4.847391 -3.060215 -2.448955 0.0 0.0 0.0
C -3.366561 -3.055138 -2.166976 0.0 0.0 0.0
C -2.634015 -4.219378 -2.240091 0.0 0.0 0.0
C -1.272416 -4.208109 -1.964326 0.0 0.0 0.0
F -0.595942 -5.378659 -2.050698 0.0 0.0 0.0
C -0.617751 -3.067527 -1.603393 0.0 0.0 0.0
C -1.335802 -1.871359 -1.522354 0.0 0.1 0.0
C -0.618628 -0.638329 -1.124201 0.0 0.0 0.1
O 0.573322 -0.655448 -0.820988 -0.1 -0.1 -0.1
C -1.438867 0.555477 -1.087712 0.0 -0.1 -0.1
C -2.754873 0.476277 -1.356676 -0.1 0.0 0.0
N -3.410167 -0.670020 -1.704330 0.0 0.0 0.0
C -2.709206 -1.858550 -1.806336 0.0 0.0 0.0
C -0.774951 1.861188 -0.713960 0.1 0.1 -0.3
O 0.010439 2.344289 -1.544174 -0.1 -0.1 0.2
O -1.036988 2.311057 0.449401 0.1 0.0 0.1
H -5.950128 -0.146736 -3.913356 0.0 0.0 0.0
H -4.401460 -0.956188 -4.219820 0.0 0.0 0.0
H -4.428044 0.750098 -3.783316 0.0 0.0 0.0
H -5.249757 0.227865 -1.531862 0.0 0.0 0.0
H -6.571048 -1.801461 -2.078930 0.0 0.0 0.0
H -5.502977 -2.008705 -0.690686 0.0 0.0 0.0
H -5.018374 -3.023265 -3.528776 0.0 0.0 0.0
H -5.281921 -3.997683 -2.098974 0.0 0.0 0.0
H -3.114830 -5.153963 -2.502627 0.0 0.0 0.0
H 0.438178 -3.057465 -1.370862 0.0 0.0 0.0
H -3.385569 1.355269 -1.291469 0.0 0.0 0.0
F 1.452900 2.005496 3.422770 0.0 0.1 0.1
Sb 1.725661 2.081786 5.318215 0.0 0.0 0.0
F 0.378289 0.783025 5.555304 -0.1 -0.1 0.0
F 0.441121 3.456137 5.440500 -0.1 0.1 0.0
F 2.018943 2.158797 7.182828 0.0 0.0 0.1
F 3.019650 0.716456 5.146077 0.1 0.0 0.0
F 3.071366 3.389906 5.044468 0.1 0.0 -0.1
N 4.715959 0.083093 0.206137 0.1 0.0 0.0
C 3.377193 0.297379 0.234424 -0.1 -0.1 0.0
N 3.060589 1.354570 0.928753 0.1 0.0 -0.1
C 4.258263 1.886318 1.397042 -0.1 -0.1 0.0
C 4.491161 2.997452 2.197952 0.0 0.0 0.0
C 5.802940 3.283056 2.514722 0.0 0.0 0.0
C 6.861065 2.484417 2.050247 0.0 0.0 0.0
C 6.638440 1.373115 1.261120 0.0 0.0 0.0
C 5.313484 1.091913 0.944366 0.0 0.0 0.0
H 5.173504 -0.682149 -0.252942 0.0 0.0 0.0
H 2.655880 -0.326982 -0.273522 0.0 0.0 0.0
H 3.666754 3.580430 2.579818 0.0 0.0 0.0
H 6.021186 4.127751 3.154168 0.0 0.0 0.0
H 7.876372 2.738981 2.326992 0.0 0.0 0.0
H 7.454624 0.752400 0.913741 0.0 0.0 0.0

---

# 2
51
Properties=species:S:1:pos:R:3:forces:R:3 method="wB97M-V/def2-TZVPD" total_charge=+1 homo_lumo_gap_ev="5.803 / 5.078" mol_weight_da=650.60 total_energy_ev=-48452.1732 spin_multiplicity=2
Ir -0.346504 0.292869 -2.712243 -1.2 -1.9 1.5
O -6.318404 -0.147431 -2.474243 -0.3 0.9 0.0
C -5.822704 -1.347831 -2.383743 0.3 -0.9 0.1
O -6.489604 -2.340731 -2.240243 0.1 0.2 0.0
C -4.332704 -1.506231 -2.479743 0.4 0.2 -0.1
C -3.685604 -2.735231 -2.441343 -0.5 0.7 0.0
N -2.377904 -2.504331 -2.598843 0.6 -0.4 0.1
N -2.132404 -1.205831 -2.738943 1.4 2.3 -0.1
C -3.298204 -0.569231 -2.662443 -0.2 -0.3 0.1
C -3.280604 0.930169 -2.749943 -1.3 -1.0 0.1
O -4.322604 1.564969 -2.739343 0.6 0.0 0.0
O -2.111004 1.433269 -2.859143 2.5 0.0 0.0
H -5.657204 0.595669 -2.579043 -0.1 -0.5 0.0
H -4.120304 -3.708531 -2.311743 0.1 -0.2 0.0
H -1.619704 -3.174731 -2.625443 -0.1 0.1 0.0
C 4.807196 1.569869 2.655257 -0.1 -0.2 -0.1
C 3.742296 0.594969 3.148957 0.9 0.1 0.8
C 3.145496 1.105569 4.459557 -0.2 -0.4 0.0
C 2.088396 0.136469 4.965957 0.3 0.1 0.2
C 1.049996 -0.053831 3.915557 -1.0 -0.2 0.1
C -0.268804 -0.368331 4.286857 1.5 0.3 -0.3
C -1.228204 -0.510231 3.317057 0.0 0.1 -2.2
F -2.477304 -0.808031 3.655657 -0.2 0.0 0.2
C -0.928804 -0.361131 1.952957 -0.5 -0.2 1.5
C 0.381296 -0.095631 1.565157 0.1 -0.1 0.2
C 0.697296 -0.074231 0.158257 1.3 0.2 0.0
O -0.231804 -0.354731 -0.692143 -0.3 0.7 -0.2
C 2.068196 0.183469 -0.160943 -1.3 -0.3 -1.2
C 2.997096 0.369969 0.823357 -0.7 0.1 2.1
N 2.680296 0.367869 2.162657 0.6 0.0 -2.4
C 1.393496 0.087669 2.552957 -1.1 -0.2 0.0
C 2.576296 0.204469 -1.611943 1.4 0.1 3.6
O 3.773996 0.284769 -1.761643 -0.5 0.0 -0.8
O 1.697096 0.119469 -2.528043 -2.9 0.4 -3.3
H 5.446396 1.845869 3.490157 0.0 0.0 0.1
H 4.351896 2.473769 2.261957 -0.1 0.2 -0.1
H 5.447996 1.134569 1.897357 0.1 0.0 -0.1
H 4.217696 -0.381731 3.340257 -0.2 0.2 0.0
H 2.697796 2.090169 4.309357 0.0 0.1 -0.1
H 3.939496 1.207169 5.197857 0.1 0.0 -0.1
H 1.626696 0.508369 5.881757 0.0 0.0 0.0
H 2.547996 -0.829431 5.209757 0.0 0.1 0.0
H -0.517004 -0.495331 5.326657 -0.1 0.0 0.2
H -1.699304 -0.460931 1.206257 -0.1 -0.1 0.0
H 4.028096 0.516569 0.546357 0.0 0.1 0.0
C -0.896804 1.129969 -5.599943 -0.4 0.8 -0.6
C -0.264004 0.045569 -4.815943 1.1 -1.4 0.4
O 0.259196 -0.957531 -5.146743 -0.5 0.8 0.0
H -0.674304 1.001769 -6.661743 0.1 -0.1 0.2
H -0.583904 2.116769 -5.261643 0.0 -0.1 0.1
H -1.976004 1.079169 -5.450743 0.0 -0.1 0.1